Below is a 13-piece molecular cluster, C50H84F18N4O21 overall, with properties calculated with wB97M-V/def2-TZVPD.

Geometry as XYZ:
```
177
Properties=species:S:1:pos:R:3:forces:R:3:mulliken_charge:R:1
C -0.902 -7.528 5.812 0.5 0.6 -0.4 -0.630
C -0.347 -6.538 4.903 0.0 0.9 -0.9 0.256
N 0.037 -5.749 4.157 0.0 -0.4 0.4 -0.372
H -0.656 -8.489 5.360 -0.2 -0.2 0.6 0.265
H -1.974 -7.350 5.885 0.1 -0.3 0.1 0.242
H -0.395 -7.320 6.754 -0.3 -0.6 0.2 0.240
C -12.811 4.878 -1.822 0.4 -1.2 0.3 -0.699
C -13.072 5.769 -2.889 -1.1 2.7 -2.5 0.304
N -13.320 6.521 -3.743 0.5 -1.4 1.4 -0.360
H -11.779 5.039 -1.513 -0.2 -0.1 0.5 0.246
H -12.879 3.878 -2.250 0.1 -0.2 0.2 0.245
H -13.550 4.956 -1.025 0.3 0.2 0.1 0.264
C -2.205 -0.547 -7.665 0.1 -0.3 -0.5 -0.745
C -1.755 0.792 -7.267 -0.8 -1.5 -0.3 0.316
N -1.420 1.812 -6.888 0.4 1.1 0.3 -0.332
H -1.645 -1.312 -7.127 0.0 0.1 0.1 0.237
H -2.054 -0.729 -8.729 0.3 0.2 0.0 0.256
H -3.271 -0.737 -7.542 0.0 0.4 0.5 0.269
C -5.913 5.803 -4.435 0.2 0.5 0.0 -0.721
C -6.716 4.763 -5.041 -0.8 -1.4 -1.0 0.315
N -7.330 3.942 -5.584 0.8 1.1 0.8 -0.363
H -6.352 6.129 -3.493 0.1 -0.1 0.0 0.254
H -5.873 6.658 -5.110 -0.1 0.0 0.0 0.258
H -4.881 5.480 -4.297 -0.1 -0.2 0.2 0.260
C -0.629 -7.447 -5.348 -0.4 0.6 -0.9 -0.734
O -1.070 -7.445 -6.732 -0.3 0.6 0.7 -0.286
C -2.351 -6.782 -6.885 0.3 -0.9 -1.3 -0.516
C -2.909 -7.023 -8.347 1.7 -0.4 1.5 -0.638
O -2.053 -6.382 -9.288 -0.3 0.0 0.7 -0.228
C -2.508 -6.476 -10.602 -0.2 -0.2 -0.4 -0.709
C -1.520 -5.919 -11.644 -0.5 -1.5 2.4 -0.437
O -0.213 -6.527 -11.403 -2.0 0.8 -1.4 -0.272
C 0.673 -6.223 -12.470 0.1 0.7 0.6 -0.725
H -1.314 -7.966 -4.679 -0.1 -0.6 -0.2 0.296
H -0.599 -6.440 -4.931 0.1 0.4 -0.2 0.307
H 0.385 -7.847 -5.313 -0.3 -0.2 -0.1 0.245
H -2.294 -5.709 -6.702 0.1 0.0 0.3 0.325
H -3.000 -7.323 -6.196 -0.6 0.5 0.1 0.392
H -3.964 -6.769 -8.452 0.0 0.5 0.1 0.404
H -2.849 -8.110 -8.397 0.1 -0.3 -0.7 0.326
H -3.410 -5.882 -10.748 -0.4 0.4 0.1 0.371
H -2.841 -7.486 -10.841 0.4 -0.5 0.0 0.404
H -1.644 -4.848 -11.481 1.2 0.4 -0.4 0.291
H -2.060 -6.205 -12.546 0.8 0.0 -0.7 0.349
H 1.540 -6.874 -12.357 -0.1 0.1 -0.2 0.228
H 0.968 -5.180 -12.355 0.4 0.2 0.0 0.301
H 0.226 -6.266 -13.463 -0.2 -0.6 -0.1 0.305
C 5.963 6.214 -2.433 -0.8 -0.3 0.2 -0.742
O 6.777 7.030 -1.627 1.2 0.4 -0.5 -0.347
C 8.138 6.925 -2.084 0.6 0.6 1.1 -0.342
C 9.158 7.518 -1.046 1.2 -0.4 0.0 -0.560
O 10.518 7.243 -1.466 0.1 0.5 -1.5 -0.187
C 11.601 7.945 -0.791 -0.3 -1.7 -0.9 -0.516
C 12.900 7.912 -1.682 -1.4 -0.2 1.6 -0.536
O 13.373 6.583 -1.878 0.7 2.8 1.9 -0.365
C 12.807 5.886 -2.874 -0.4 -2.2 -1.7 -0.584
H 6.229 6.133 -3.487 0.8 0.0 0.0 0.319
H 4.948 6.602 -2.515 -0.1 0.2 0.6 0.282
H 5.934 5.239 -1.946 -0.2 -0.3 -0.4 0.283
H 8.222 7.479 -3.020 0.2 0.0 -0.1 0.272
H 8.423 5.889 -2.267 -0.1 -0.2 0.0 0.357
H 9.195 7.040 -0.067 -1.3 0.0 0.2 0.278
H 9.056 8.598 -0.939 -0.4 0.1 0.0 0.271
H 11.824 7.303 0.061 0.0 0.6 0.7 0.286
H 11.253 8.956 -0.576 0.4 0.1 0.3 0.406
H 13.699 8.391 -1.116 -0.1 0.3 -0.1 0.344
H 12.620 8.525 -2.538 0.6 -0.5 -0.8 0.336
H 11.809 5.517 -2.638 -0.3 0.3 -0.2 0.201
H 13.434 5.000 -2.970 0.0 -0.2 -0.3 0.254
H 12.867 6.414 -3.826 -0.4 0.1 -0.2 0.292
C 13.906 -4.551 -0.816 -1.2 -0.3 0.1 -0.749
O 12.603 -3.939 -0.621 2.7 0.9 -0.4 -0.277
C 11.565 -4.837 -0.776 -0.9 1.2 0.1 -0.679
C 10.258 -3.989 -0.735 0.4 -2.0 0.1 -0.396
O 9.931 -3.659 0.603 -0.1 1.4 0.3 -0.388
C 9.514 -2.287 0.797 -0.7 -0.7 -0.7 -0.573
C 8.060 -2.103 0.406 -1.3 -0.2 -0.7 -0.492
O 7.833 -2.569 -0.928 -0.6 -0.3 -0.6 -0.269
C 6.472 -2.894 -1.202 -0.7 -0.2 0.7 -0.888
H 13.987 -4.946 -1.829 -0.1 0.0 -0.2 0.298
H 13.974 -5.399 -0.135 0.2 -0.1 0.2 0.302
H 14.754 -3.887 -0.649 -0.5 0.4 0.2 0.243
H 11.671 -5.569 0.025 -0.7 -0.3 0.1 0.361
H 11.594 -5.350 -1.738 0.1 -0.1 -0.3 0.380
H 9.511 -4.662 -1.156 -0.5 0.0 0.2 0.355
H 10.266 -3.147 -1.428 0.5 0.2 0.3 0.359
H 10.115 -1.603 0.198 0.3 -0.1 -0.1 0.335
H 9.591 -1.983 1.841 0.3 -0.4 0.1 0.338
H 7.719 -1.070 0.472 0.5 0.5 0.0 0.376
H 7.322 -2.601 1.035 0.4 -0.6 0.5 0.372
H 6.253 -3.458 -2.108 1.1 0.3 -0.5 0.305
H 5.779 -2.053 -1.195 0.3 0.6 -0.2 0.337
H 6.019 -3.556 -0.465 0.4 -0.2 0.7 0.349
C -9.720 -4.162 6.118 -0.2 -0.2 0.1 -1.093
C -8.424 -4.983 6.220 -1.1 0.9 0.3 -0.234
O -8.067 -5.683 5.003 0.2 -0.6 0.4 -0.239
C -8.655 -6.827 4.738 -5.7 -0.5 2.9 0.437
O -9.737 -7.258 5.322 5.7 1.6 -2.9 -0.567
C -8.025 -7.505 3.526 0.0 -1.1 -0.8 0.812
F -8.907 -7.629 2.531 -0.4 0.3 0.0 -0.244
F -6.950 -6.918 3.026 0.2 0.9 0.2 -0.237
F -7.644 -8.733 3.846 0.0 -0.8 0.6 -0.255
H -9.977 -3.797 7.112 0.7 0.7 0.1 0.358
H -10.658 -4.693 5.961 0.4 -0.7 -0.7 0.333
H -9.641 -3.369 5.375 0.0 0.1 0.3 0.308
H -8.537 -5.616 7.101 0.3 -0.6 -0.4 0.327
H -7.576 -4.315 6.367 -0.1 -0.1 0.0 0.294
C 4.513 6.104 5.845 -0.2 0.9 0.2 -1.173
C 5.302 5.024 5.126 -2.2 0.1 0.8 -0.184
O 6.644 5.437 5.161 2.7 -1.2 0.9 -0.222
C 7.599 4.684 5.790 -1.2 -3.6 0.8 0.370
O 7.483 3.532 6.292 0.1 4.8 -1.9 -0.546
C 9.026 5.320 5.654 -0.4 -0.4 2.3 0.848
F 9.748 5.080 6.858 -1.4 0.9 -2.4 -0.257
F 9.642 4.683 4.688 0.6 0.0 -0.4 -0.217
F 8.972 6.628 5.390 0.4 -0.6 0.4 -0.217
H 4.659 7.054 5.332 -0.3 0.0 -0.2 0.292
H 4.828 6.337 6.863 0.4 -0.6 0.1 0.336
H 3.448 5.898 5.948 0.0 -0.2 -0.4 0.373
H 4.939 4.979 4.099 0.5 0.0 -0.1 0.280
H 5.045 4.073 5.593 0.9 -0.2 0.0 0.316
C -10.792 -4.410 -4.111 0.4 -1.1 -1.2 -1.168
C -12.278 -4.669 -4.108 1.1 -0.6 -1.2 -0.223
O -12.718 -4.014 -2.991 -2.0 1.3 3.7 -0.197
C -13.860 -4.312 -2.334 -0.3 -0.9 -1.9 0.293
O -14.697 -5.110 -2.696 1.1 1.0 0.6 -0.515
C -14.000 -3.546 -0.997 0.4 0.3 -0.4 0.904
F -13.453 -4.297 -0.055 0.0 -0.7 0.7 -0.247
F -13.353 -2.376 -0.949 -0.2 0.1 -0.4 -0.241
F -15.283 -3.340 -0.728 0.1 0.0 0.1 -0.229
H -10.520 -3.359 -4.208 0.1 -0.2 0.3 0.312
H -10.413 -4.981 -4.958 0.2 0.4 -0.6 0.395
H -10.311 -4.990 -3.323 -0.1 0.8 0.6 0.325
H -12.378 -5.753 -4.055 -0.7 0.0 0.0 0.302
H -12.786 -4.236 -4.970 0.0 -0.3 -0.2 0.289
C -2.978 10.396 7.406 0.7 0.8 0.5 -1.092
C -3.098 10.148 5.927 1.2 1.6 0.0 -0.226
O -4.229 9.414 5.636 -3.8 -1.8 -0.5 -0.256
C -4.260 8.267 4.961 5.3 0.0 -0.1 0.474
O -3.205 7.743 4.602 -2.3 0.3 0.1 -0.564
C -5.575 7.575 4.703 -2.1 0.6 0.1 0.806
F -5.557 6.321 5.136 0.2 0.1 0.1 -0.229
F -6.571 8.244 5.339 0.4 -0.5 -0.1 -0.247
F -5.916 7.546 3.403 0.6 0.1 0.3 -0.239
H -2.996 9.497 8.023 -0.2 0.2 0.1 0.322
H -3.608 11.228 7.719 -1.2 -0.8 0.2 0.293
H -2.072 10.963 7.621 0.8 -0.7 -0.3 0.376
H -2.188 9.770 5.460 -0.2 -0.3 0.0 0.363
H -3.359 11.128 5.528 0.5 0.1 -0.5 0.218
C 3.387 -1.173 9.634 0.5 1.4 -1.0 -1.076
C 2.730 -1.812 8.401 1.0 -1.2 1.0 -0.214
O 1.365 -2.037 8.630 -3.3 1.0 -0.3 -0.278
C 0.493 -1.011 8.383 1.9 0.8 -0.5 0.427
O 0.839 0.136 8.113 -1.3 -2.7 0.7 -0.521
C -1.025 -1.499 8.380 1.4 -0.3 0.8 0.800
F -1.150 -2.844 8.526 0.1 1.1 0.4 -0.233
F -1.695 -0.841 9.322 0.0 -0.4 0.7 -0.243
F -1.578 -1.174 7.258 -0.5 0.3 -1.8 -0.240
H 4.380 -1.578 9.823 -0.2 -0.2 0.0 0.341
H 2.802 -1.160 10.554 -0.2 -0.5 -0.3 0.322
H 3.543 -0.122 9.390 0.1 0.2 0.2 0.298
H 3.103 -2.835 8.346 0.1 0.0 -0.3 0.245
H 2.867 -1.372 7.413 0.2 0.5 0.4 0.369
C -1.736 0.989 1.104 0.6 -0.8 0.1 -1.016
C -2.608 1.575 0.035 0.7 -0.2 -0.1 -0.207
O -3.956 1.284 0.387 -3.0 -0.7 -0.1 -0.306
C -4.582 0.123 -0.027 4.5 -0.5 -2.8 0.321
O -3.953 -0.732 -0.676 -2.4 2.1 2.1 -0.530
C -6.117 0.086 0.172 1.5 -0.3 -0.1 0.886
F -6.375 0.476 1.417 -0.7 -0.7 0.2 -0.232
F -6.697 0.961 -0.642 -0.3 -0.3 -0.3 -0.232
F -6.522 -1.179 -0.117 -0.2 1.6 0.7 -0.219
H -0.702 0.906 0.768 0.1 0.2 0.0 0.339
H -2.067 -0.029 1.313 0.1 0.0 0.1 0.300
H -1.762 1.556 2.034 -0.1 0.1 -0.1 0.290
H -2.379 1.246 -0.979 -0.1 -0.5 0.1 0.333
H -2.426 2.649 0.030 -0.8 0.2 0.0 0.273
```
Forces are in eV/Å.

Summary:
- energy above the lowest of the compared OMol25 structures with the same formula, charge and spin (kcal per mole) = 53.1
- LUMO energy (hartree) = 0.00748